A structure of composition C43H83BCsF3LiN3Na3O8Si3Ta. Source: OMol25; level of theory: the ωB97M-V functional and the def2-TZVPD basis.

Geometry (Å):
C 2.035 -0.545 -0.662
C 1.168 0.511 -0.065
O 0.942 0.509 1.133
N 0.654 1.547 -0.857
C 0.251 2.704 -0.038
Ta -0.858 0.984 -2.239
C 0.250 2.149 -3.910
C 1.453 1.294 -4.330
C 2.332 1.923 -5.421
C 3.628 2.526 -4.843
C 4.294 1.578 -3.830
C 5.734 2.007 -3.425
C 5.971 3.544 -3.357
C 6.910 4.051 -2.191
C 6.350 5.237 -1.350
C 6.130 4.953 0.158
C 5.398 3.680 0.492
C 3.876 3.755 0.514
N 3.264 4.743 -0.355
C 2.655 4.411 -1.499
C 2.160 5.506 -2.143
C 2.486 6.591 -1.281
C 3.142 6.100 -0.208
C -2.336 0.617 -3.976
O -3.717 0.912 -3.685
C -3.986 2.172 -3.287
C -4.839 2.245 -2.216
C -5.152 3.436 -1.629
C -4.629 4.614 -2.108
C -3.799 4.563 -3.194
C -3.462 3.352 -3.767
Si -2.291 -0.533 -0.552
C -2.827 0.547 0.952
C -1.417 -2.127 0.030
C -3.948 -1.174 -1.286
H 1.718 -0.865 -1.648
H 3.051 -0.141 -0.749
H 2.034 -1.390 0.017
H -0.686 2.561 0.495
H 0.102 3.552 -0.702
H 1.040 2.981 0.654
H -1.766 2.536 -1.703
H 0.032 -0.558 -2.782
H 0.512 3.124 -3.501
H -0.419 2.350 -4.789
H 1.037 0.365 -4.725
H 2.006 1.010 -3.442
H 2.572 1.254 -6.246
H 1.750 2.737 -5.867
H 3.438 3.532 -4.482
H 4.330 2.657 -5.675
H 4.229 0.550 -4.191
H 3.672 1.581 -2.913
H 5.903 1.623 -2.434
H 6.433 1.475 -4.080
H 5.011 4.021 -3.189
H 6.432 3.848 -4.293
H 7.799 4.413 -2.706
H 7.230 3.225 -1.564
H 7.109 6.022 -1.386
H 5.466 5.678 -1.808
H 5.662 5.837 0.596
H 7.120 4.861 0.599
H 5.698 2.850 -0.127
H 5.718 3.408 1.507
H 3.477 3.860 1.540
H 3.531 2.777 0.166
H 2.555 3.429 -1.918
H 1.638 5.544 -3.077
H 2.232 7.623 -1.451
H 3.546 6.604 0.648
H -2.305 -0.436 -4.245
H -1.942 1.150 -4.857
H -5.236 1.325 -1.821
H -5.816 3.385 -0.773
H -4.865 5.540 -1.610
H -3.360 5.471 -3.569
H -2.756 3.342 -4.586
H -3.708 0.079 1.403
H -3.170 1.489 0.507
H -2.012 0.708 1.650
H -2.121 -2.947 0.161
H -0.590 -2.416 -0.611
H -0.986 -1.927 1.014
H -3.760 -1.509 -2.302
H -4.294 -2.028 -0.706
H -4.688 -0.386 -1.293
Na 3.991 4.242 3.454
F 4.375 1.347 -1.326
Li -1.869 2.165 -6.225
C 0.414 -4.351 4.157
Si -1.072 -5.354 3.593
C -0.753 -5.840 1.802
C -2.554 -4.170 3.613
N -1.281 -6.676 4.628
Si -2.506 -7.779 4.452
C -2.467 -8.698 2.805
C -4.238 -7.008 4.655
C -2.368 -9.105 5.803
H 0.562 -3.483 3.507
H 0.277 -3.988 5.179
H 1.318 -4.959 4.121
H -0.429 -4.972 1.220
H -1.648 -6.234 1.315
H 0.034 -6.593 1.750
H -2.811 -3.943 4.638
H -3.427 -4.589 3.106
H -2.314 -3.230 3.108
H -2.764 -8.057 1.974
H -3.159 -9.553 2.816
H -1.467 -9.083 2.612
H -4.286 -6.394 5.560
H -4.984 -7.783 4.743
H -4.512 -6.392 3.795
H -2.438 -8.653 6.795
H -1.414 -9.623 5.720
H -3.172 -9.853 5.706
C -7.561 -3.675 -1.475
C -6.548 -4.631 -0.900
O -5.705 -4.267 -0.115
C -6.619 -6.078 -1.337
H -7.387 -2.681 -1.070
H -7.464 -3.638 -2.562
H -8.570 -3.994 -1.208
H -6.478 -6.160 -2.416
H -7.586 -6.501 -1.057
H -5.827 -6.630 -0.835
Na -5.199 2.496 0.623
Na -3.898 -3.792 5.979
C 8.957 2.632 1.853
C 8.653 3.388 3.161
C 9.406 2.684 4.307
O 7.311 3.342 3.408
H 8.619 1.595 1.909
H 8.464 3.107 1.002
H 10.037 2.620 1.641
H 9.131 4.392 3.054
H 9.077 1.648 4.415
H 9.239 3.201 5.255
H 10.491 2.672 4.125
B -7.232 -1.779 4.203
O -7.158 -0.280 4.264
C -6.982 0.165 3.064
O -6.861 1.309 2.735
C -6.922 -1.010 2.085
O -6.759 -0.911 0.898
O -7.066 -2.119 2.758
F -8.447 -2.220 4.666
F -6.193 -2.331 4.937
Cs -6.028 -9.239 4.642

Cartesian forces, eV/Å:
0.02 -0.09 -0.14
0.27 -0.29 0.32
-0.01 0.19 0.50
-1.73 -0.85 -0.65
0.07 0.70 -0.43
4.00 1.61 0.41
-0.98 -0.55 0.19
-0.94 -0.15 -0.84
0.25 0.87 0.55
0.49 -0.89 -1.08
-0.58 1.47 0.39
-0.21 -0.11 -0.30
0.43 -0.82 0.85
-0.51 0.20 -0.93
0.49 -0.22 0.17
0.53 0.07 -0.95
-0.16 0.29 1.17
0.11 -0.55 -0.44
-0.16 -0.20 0.46
-0.76 -0.90 -2.01
0.39 0.73 1.01
-0.77 0.81 -0.95
0.52 -0.19 0.90
0.00 -0.19 0.69
0.16 0.31 -0.99
0.10 -0.63 0.23
-0.80 -0.46 0.60
-0.28 -0.14 0.11
-0.38 0.59 0.67
0.42 0.23 -0.31
0.16 -0.15 -0.68
-0.87 -0.69 -0.51
-0.52 -0.42 -0.58
0.03 0.65 0.59
0.85 -0.03 0.39
-0.03 0.07 -0.16
0.15 0.34 -0.12
0.00 -0.14 0.09
0.05 -0.16 0.27
0.01 0.08 -0.09
0.11 -0.19 0.19
-0.56 -0.29 -0.07
-0.69 -0.17 0.03
0.25 0.18 0.01
0.25 0.17 -0.08
0.06 -0.22 0.04
0.19 0.02 0.00
0.01 -0.43 0.19
-0.05 0.05 -0.19
-0.03 0.02 0.48
-0.07 0.19 -0.16
0.34 -0.09 -0.23
0.84 0.03 -0.46
-0.11 -0.30 0.21
0.25 0.44 -0.25
-0.17 0.22 -0.31
-0.38 0.44 -0.20
0.28 0.00 0.23
-0.07 -0.14 0.18
-0.06 0.20 0.01
-0.25 -0.19 -0.12
0.02 0.02 0.18
0.09 0.08 0.21
-0.10 -0.24 -0.43
0.19 -0.19 0.00
-0.29 0.29 -0.32
-0.07 -0.08 -0.05
0.49 -0.66 0.56
-0.08 -0.08 -0.24
0.07 0.18 0.07
0.10 0.11 0.11
-0.14 -0.15 -0.05
-0.33 -0.05 -0.12
-0.09 -0.24 -0.09
-0.62 1.08 -1.01
0.03 0.24 -0.10
0.08 0.14 -0.11
0.23 0.10 0.00
0.16 -0.16 0.36
0.43 0.24 0.02
-0.04 0.21 0.21
-0.09 -0.10 -0.19
-0.02 -0.11 -0.18
0.16 -0.01 0.07
-0.13 0.00 -0.22
-0.26 0.04 0.10
-0.36 -0.09 -0.06
1.19 -0.29 0.00
-0.69 -0.14 1.94
0.32 0.04 0.15
-0.31 0.30 -0.23
0.96 -1.00 0.65
-0.22 0.45 -0.14
-0.09 0.25 -0.80
-0.96 0.45 -0.23
2.18 0.45 0.33
-0.91 -0.18 0.13
-0.21 0.32 -0.11
-0.78 0.09 -0.26
0.10 0.01 0.05
0.08 -0.04 0.03
0.00 -0.04 0.05
0.01 -0.04 -0.04
0.03 -0.05 -0.04
-0.01 -0.04 0.06
0.77 0.04 -0.47
-0.05 0.04 0.07
-0.07 0.05 0.09
0.08 0.01 -0.04
0.04 -0.18 -0.17
0.04 0.03 0.06
0.08 -0.11 0.07
2.68 4.21 0.37
0.02 0.04 -0.04
0.05 -0.03 0.02
0.01 -0.01 -0.02
0.16 -0.18 0.18
0.13 0.20 0.11
0.10 0.04 0.05
0.05 -0.06 0.07
0.15 0.04 0.21
0.05 0.00 0.06
-0.14 -0.11 -0.01
-0.03 -0.07 -0.16
-0.17 -0.02 -0.02
-0.06 -0.01 -0.19
0.01 -0.02 -0.03
0.34 -1.31 1.59
-0.90 0.24 0.44
0.60 0.18 -0.14
-0.40 -1.17 0.08
0.63 0.21 -0.02
-0.93 0.85 0.07
-0.13 0.04 0.12
-0.08 0.00 0.04
-0.04 -0.01 -0.04
-0.33 0.14 0.06
-0.16 0.03 -0.08
-0.12 0.02 -0.03
-0.03 -0.01 0.04
-0.68 -0.15 -0.10
0.00 -0.38 0.30
0.10 -0.39 -0.15
0.41 1.52 -0.56
0.10 -0.37 -0.64
0.02 0.33 -0.10
0.00 0.06 0.43
-0.03 -0.07 0.10
0.85 -0.42 0.54
-3.18 -4.70 -0.38

## Properties
HOMO-LUMO gap, eV: 2.82
Charge: 0
LUMO energy, Eh: -0.0705
E, Ha: -4218.7842